{
  "formula": "C4H6N2O",
  "method": "the ωB97M-V functional and the def2-TZVPD basis",
  "species": ["N", "C", "O", "C", "C", "C", "N", "H", "H", "H", "H", "H", "H"],
  "coordinates": [[1.11441, -1.49755, -0.48083], [0.94890, -1.57459, 0.74191], [0.63431, -0.40882, 1.38622], [0.39983, 0.66988, 0.45098], [-1.03232, 0.59784, -0.10753], [-1.31403, 1.69011, -1.04753], [-1.53862, 2.55107, -1.78737], [1.07183, -2.04639, -1.27978], [0.99530, -2.47876, 1.36190], [1.11136, 0.60406, -0.37418], [0.55378, 1.60359, 0.98836], [-1.19371, -0.34979, -0.63239], [-1.75260, 0.65288, 0.71352]],
  "forces_ev_per_angstrom": [[-0.34, 1.35, -0.07], [-0.22, -0.02, -0.67], [0.07, -0.12, 0.05], [0.02, 0.25, 0.07], [-0.01, -0.07, 0.12], [-0.13, 0.72, -0.56], [0.26, -0.88, 0.76], [0.51, -1.96, -0.57], [-0.11, 0.55, 0.32], [-0.13, 0.16, 0.28], [-0.07, -0.15, 0.22], [0.10, 0.16, 0.11], [0.04, 0.01, -0.08]],
  "total_charge": 0,
  "total_energy_ha": -340.71787,
  "smiles": "[H]/N=C/OCCC#N",
  "relative_energy_ev": 2.096,
  "lumo_energy_ev": 0.81,
  "multiplicity": 1,
  "homo_ev": -9.9565
}

---

{
  "formula": "C5H3N3",
  "method": "the ωB97M-V functional and the def2-TZVPD basis",
  "species": ["C", "C", "C", "C", "C", "H", "H", "H", "N", "N", "N"],
  "coordinates": [[-1.72447, -0.36794, 0.45661], [-0.30050, 0.90773, -0.27176], [1.81806, 0.13728, -0.37220], [0.46100, -0.28055, 0.00948], [-0.42254, -1.17202, 0.49808], [-2.70911, -0.73418, 0.69021], [2.83271, -0.23285, -0.04804], [-0.37357, -2.13142, 0.84113], [-1.65390, 0.80964, 0.04702], [0.34127, 1.74139, -0.97581], [1.73105, 1.32292, -0.87472]],
  "forces_ev_per_angstrom": [[-1.06, -2.07, 0.83], [0.24, 0.94, -1.26], [1.00, 0.70, 0.47], [0.02, -1.47, 1.36], [-0.12, 3.30, -1.06], [-0.12, -0.58, 0.36], [-1.43, 0.10, -0.72], [0.38, -2.40, 0.63], [0.15, 1.48, -0.73], [0.19, 0.60, 0.37], [0.73, -0.61, -0.25]],
  "total_charge": 0,
  "total_energy_ha": -356.47135,
  "relative_energy_ev": 2.740,
  "lumo_energy_ev": -1.84,
  "multiplicity": 1,
  "homo_ev": -10.0019
}

---

{
  "formula": "C20H32FN2O6",
  "method": "the ωB97M-V functional and the def2-TZVPD basis",
  "species": ["C", "C", "C", "C", "C", "C", "C", "F", "C", "C", "N", "C", "N", "C", "O", "C", "C", "C", "O", "H", "H", "H", "H", "H", "H", "H", "H", "H", "H", "H", "H", "H", "H", "H", "H", "H", "H", "H", "H", "H", "H", "H", "H", "H", "H", "H", "H", "C", "C", "C", "O", "C", "C", "C", "O", "O", "O", "H", "H", "H", "H"],
  "coordinates": [[-2.46979, 2.69831, 0.38010], [-2.28417, 1.32772, 1.26480], [-1.04550, 0.36142, 0.79817], [-1.49225, -0.27472, -0.68258], [0.42793, 1.11167, 0.74837], [0.78268, 1.87520, -0.65628], [1.48001, 0.93679, -1.80678], [0.79612, 0.99374, -3.12311], [0.51718, 2.20519, 2.00796], [0.60930, 1.17607, 3.30948], [1.16161, -0.03425, 2.88569], [1.31847, -1.16577, 3.89580], [2.01440, -2.39678, 3.34378], [1.46116, 0.01904, 1.39405], [2.84415, -0.09169, 0.91656], [3.63534, 1.12072, 1.16140], [4.21043, 1.23725, 2.72594], [5.73196, 1.91235, 2.56265], [4.42451, -0.06995, 3.36642], [-2.85894, 2.49853, -0.72988], [-1.50511, 3.35117, 0.26691], [-3.28263, 3.38062, 0.90691], [-3.28057, 0.69254, 1.09336], [-2.27809, 1.55115, 2.43755], [-1.06409, -0.57695, 1.53591], [-2.36314, -1.05342, -0.59452], [-0.54413, -0.88249, -1.07105], [-1.70925, 0.54833, -1.48627], [-0.17772, 2.36337, -1.17117], [1.51124, 2.80048, -0.46064], [2.59846, 1.32850, -1.93166], [1.58258, -0.17215, -1.38952], [1.53954, 2.79892, 2.13761], [-0.25750, 3.08293, 2.03462], [0.26827, 1.44256, 4.39673], [0.20592, -1.51325, 4.15429], [1.76515, -0.79982, 4.93751], [3.05552, -2.29121, 3.31940], [1.62627, -2.68786, 2.41803], [1.00898, -1.02828, 1.04108], [3.13783, 2.12339, 0.82129], [4.62100, 1.00957, 0.49643], [3.58611, 1.99685, 3.37051], [6.43117, 1.05215, 2.12047], [6.14617, 2.35493, 3.56336], [5.66595, 2.72118, 1.69343], [4.35820, 0.12605, 4.36110], [-2.49759, -2.41987, -4.17560], [-2.92300, -2.26804, -5.43126], [-4.31462, -2.62313, -5.82488], [-4.68247, -2.45482, -6.98219], [-5.20370, -3.17527, -4.79081], [-4.77701, -3.33025, -3.53599], [-3.39439, -2.94937, -3.13672], [-3.03690, -3.08635, -1.97156], [-5.60644, -3.85109, -2.55979], [-2.08501, -1.77344, -6.41374], [-1.48938, -2.16372, -3.87522], [-6.20688, -3.44584, -5.09436], [-5.06798, -3.86187, -1.73854], [-2.62536, -1.75704, -7.23352]],
  "forces_ev_per_angstrom": [[-0.57, 0.51, -0.09], [-0.79, -0.25, -0.11], [-1.76, -0.27, -0.77], [1.66, -0.44, 0.08], [0.06, 1.18, 2.06], [0.08, 0.55, -1.09], [1.25, -0.12, 0.69], [1.33, -0.14, 3.20], [0.56, -0.18, 1.37], [1.00, -1.55, -2.98], [-1.47, 6.13, 2.34], [-0.69, -2.83, 0.62], [-0.26, 2.09, 0.39], [-0.91, -3.77, -3.10], [-1.87, 2.45, 1.81], [2.24, 0.02, 0.39], [1.92, 1.48, -0.81], [-0.65, -0.43, -1.26], [-1.43, 1.98, 1.38], [0.86, 0.21, 2.55], [-1.75, -1.31, 0.38], [1.69, -1.46, -1.13], [2.22, 1.31, 0.42], [0.20, -0.28, -2.54], [0.39, 2.11, -1.44], [1.64, 1.74, -0.04], [-2.12, 1.17, 0.63], [0.30, -1.58, 1.68], [1.95, -1.30, 1.46], [-1.60, -2.10, -0.24], [-2.57, -0.87, -0.23], [-0.56, 2.26, -1.46], [-1.78, -1.39, -0.72], [1.05, -2.21, 0.25], [0.81, -0.97, -2.11], [2.33, 0.87, -0.70], [-0.60, -0.62, -2.69], [-1.43, 0.10, -0.26], [0.60, 0.41, 1.28], [1.18, 2.13, 0.59], [0.66, -2.00, 0.76], [-2.34, -0.01, 1.36], [0.85, -1.72, -1.09], [-1.49, 1.86, 1.25], [-0.81, -0.87, -2.04], [0.26, -1.36, 2.10], [0.35, -0.55, -2.17], [-0.10, -0.13, 0.53], [1.62, 0.78, -1.12], [-0.99, -0.16, -0.77], [0.61, -0.02, 0.89], [0.07, 0.12, -0.31], [-1.47, -0.73, 0.86], [0.83, 0.18, 0.26], [-0.44, 0.01, -0.47], [1.68, 0.78, -0.68], [-1.78, -0.77, 0.93], [-0.05, -0.01, -0.03], [0.06, 0.02, 0.01], [-0.25, -0.02, -0.36], [0.21, 0.00, 0.29]],
  "total_charge": 1,
  "total_energy_ha": -1441.55238,
  "relative_energy_ev": 7.856,
  "lumo_energy_ev": -4.72,
  "multiplicity": 1,
  "homo_ev": -11.4807
}

---

{
  "formula": "C3H13N2O",
  "method": "the ωB97M-V functional and the def2-TZVPD basis",
  "species": ["C", "C", "C", "N", "N", "H", "H", "H", "H", "H", "H", "H", "H", "H", "H", "H", "H", "H", "O"],
  "coordinates": [[2.10325, 0.24005, 0.34346], [0.83352, 1.17580, 0.31308], [-0.43977, 0.64831, 0.98898], [-1.59657, 0.49646, -0.02734], [1.81372, -1.17470, 0.45950], [2.73771, 0.52639, 1.18751], [2.64979, 0.30458, -0.59114], [0.99588, 2.18303, 0.67973], [0.70332, 1.30943, -0.73984], [-0.39432, -0.31055, 1.49798], [-0.87966, 1.34345, 1.68823], [-2.08798, -0.38449, 0.11240], [-1.38685, 0.51367, -1.03281], [-2.27551, 1.25951, 0.05556], [1.87356, -1.57993, 1.40324], [2.37050, -1.75638, -0.17839], [-1.75652, -1.98382, -1.71235], [-2.96142, -1.59129, -2.52926], [-2.30264, -1.21953, -1.91855]],
  "forces_ev_per_angstrom": [[-0.73, -0.30, -0.52], [-0.18, -0.36, 0.23], [-1.13, 0.07, -0.92], [0.14, 0.45, 0.09], [2.43, 0.47, 1.03], [0.07, -0.17, 0.40], [0.04, 0.59, -0.01], [0.76, -0.09, 0.27], [-0.56, 0.09, -0.72], [0.32, -0.01, -0.06], [0.45, 0.24, 0.41], [-0.38, -0.02, -0.14], [0.43, -0.37, 0.08], [-0.08, -0.12, 0.35], [-0.90, -0.07, -0.05], [-0.69, -0.21, -0.35], [0.06, -0.26, -0.15], [0.05, 0.35, 0.10], [-0.09, -0.31, -0.04]],
  "total_charge": 2,
  "total_energy_ha": -306.12355,
  "relative_energy_ev": 0.858,
  "lumo_energy_ev": [-7.21, -12.89],
  "multiplicity": 2,
  "homo_ev": [-19.2998, -19.2997]
}

---

{
  "formula": "C25H33BrFN4O3",
  "method": "the ωB97M-V functional and the def2-TZVPD basis",
  "species": ["O", "C", "C", "C", "N", "N", "C", "Br", "C", "C", "F", "C", "C", "C", "C", "C", "N", "C", "C", "C", "C", "N", "C", "C", "C", "C", "C", "C", "H", "H", "H", "H", "H", "H", "H", "H", "H", "H", "H", "H", "H", "H", "H", "H", "H", "H", "H", "H", "H", "H", "H", "C", "O", "C", "C", "O", "C", "H", "H", "H", "H", "H", "H", "H", "H", "H", "H"],
  "coordinates": [[-0.30192, -2.66432, -1.84975], [-0.36503, -1.79537, -0.93996], [-1.57250, -0.75762, -0.78136], [-2.67349, -1.37161, 0.24349], [-2.76557, -2.89108, 0.13802], [-2.16811, -3.54799, 1.12575], [-2.19339, -4.95979, 1.06383], [-1.25634, -5.96818, 2.48731], [-2.91498, -5.81550, -0.06077], [-3.59584, -4.93835, -1.17610], [-4.24805, -5.55716, -2.26094], [-3.47621, -3.36759, -1.01105], [-4.12371, -2.49326, -2.17244], [-5.41878, -1.64339, -1.74570], [-5.13945, -0.11580, -2.25264], [-5.98336, 0.97925, -1.44091], [-5.31080, 1.25387, -0.12828], [-5.81298, 0.60824, 1.06726], [-4.86412, 1.18042, 2.16222], [-3.82364, 2.15307, 1.50331], [-4.17544, 2.14712, -0.01661], [0.75102, -1.65441, 0.05023], [1.80233, -0.75100, -0.46487], [1.48038, 0.57857, -1.24409], [2.61252, 1.52955, -1.78867], [4.11022, 1.19348, -1.56293], [4.44320, -0.11348, -0.78611], [3.32326, -1.06101, -0.25999], [-2.01088, -0.40744, -1.77366], [-1.17244, 0.19537, -0.25848], [-2.28008, -1.10396, 1.29838], [-3.69850, -0.86572, 0.16634], [-2.91612, -6.95422, -0.06508], [-4.45981, -3.20379, -3.02306], [-3.33977, -1.80405, -2.66215], [-5.56433, -1.55222, -0.60076], [-6.39624, -1.97716, -2.24281], [-4.02765, 0.17828, -2.12932], [-5.37506, -0.00469, -3.36728], [-7.06416, 0.65556, -1.26757], [-6.03967, 1.98734, -2.00889], [-6.68646, -0.12754, 1.19968], [-4.90128, 0.97353, 3.28702], [-2.97735, 2.76078, 1.98161], [-3.69411, 2.68010, -0.90225], [1.14793, -2.61072, 0.15884], [0.41178, 0.92842, -1.47360], [2.30320, 2.46489, -2.37799], [4.92608, 1.89010, -1.95156], [5.53874, -0.41267, -0.62119], [3.60609, -2.02190, 0.29223], [5.46014, 1.52461, 2.12925], [6.65726, 1.62950, 1.37005], [6.65268, 2.76493, 0.50607], [7.51594, 3.88966, 1.06804], [6.93782, 4.44515, 2.24569], [7.58858, 4.00064, 3.42877], [5.60159, 0.75038, 2.88583], [5.21920, 2.46355, 2.63409], [4.63182, 1.23133, 1.47807], [5.63098, 3.11208, 0.31937], [7.07842, 2.43901, -0.44890], [7.56753, 4.69477, 0.32810], [8.53765, 3.54188, 1.25725], [8.57892, 4.45856, 3.50322], [7.68054, 2.91127, 3.45296], [6.99183, 4.31774, 4.28545]],
  "forces_ev_per_angstrom": [[-0.92, 2.90, 3.56], [0.96, -1.17, -2.30], [0.35, 0.26, 0.80], [1.06, 1.48, 0.85], [-2.26, 0.08, -2.93], [-0.42, -4.34, -0.98], [-1.42, 0.25, -2.14], [-1.14, 1.40, -1.69], [-0.46, 4.72, -1.01], [2.11, -0.25, 3.23], [1.80, 2.11, 3.06], [0.31, -3.43, 0.06], [-0.22, -0.42, -0.25], [0.46, 2.04, 0.11], [-0.30, 0.44, -0.06], [0.31, 0.49, -0.61], [-0.51, -0.29, 0.17], [4.75, 3.39, 2.27], [0.06, 0.57, -3.14], [-3.13, -2.20, -2.95], [-0.89, -1.78, 4.88], [-0.13, 0.03, -1.90], [3.27, 3.23, -1.65], [3.05, -0.42, 0.26], [0.90, -3.25, 1.87], [-3.17, -2.39, 1.37], [-3.28, 0.69, -0.72], [-0.98, 2.54, -1.51], [0.73, -0.93, 1.24], [-0.68, -1.69, -0.76], [-0.76, -0.96, -1.70], [1.42, -0.95, -0.14], [0.02, 1.84, 0.03], [0.83, 0.85, 1.66], [-1.09, -1.19, 1.07], [0.22, -0.54, -1.85], [1.61, 0.11, 0.86], [-1.77, -0.59, -0.11], [0.28, -0.33, 1.49], [1.55, 0.32, -0.09], [0.19, -1.78, 0.78], [1.57, 1.60, -0.74], [-0.05, 0.27, -2.03], [-1.65, -1.17, -0.76], [-1.08, -0.96, 1.42], [-0.18, 0.98, -0.21], [1.83, -0.78, 0.46], [0.53, -1.66, 1.10], [-1.33, -1.24, 0.65], [-1.94, 0.54, -0.19], [-0.38, 1.60, -0.91], [0.07, -0.08, 0.04], [-0.29, 0.20, -0.01], [0.54, -0.17, 0.17], [-0.50, 0.20, -0.08], [0.21, -0.34, 0.03], [-0.13, 0.10, 0.00], [0.09, 0.02, -0.11], [0.01, 0.01, -0.04], [-0.10, 0.08, 0.09], [0.04, 0.04, 0.11], [0.02, 0.05, -0.03], [0.02, -0.04, -0.03], [-0.11, -0.07, 0.01], [0.07, -0.08, 0.06], [0.04, 0.03, -0.03], [0.00, 0.06, -0.13]],
  "total_charge": 1,
  "total_energy_ha": -4090.31622,
  "lumo_energy_ev": -5.08,
  "multiplicity": 1,
  "homo_ev": -10.4691
}